Entry 1:
C13H16Cl2CrN4O2 | the ωB97M-V functional and the def2-TZVPD basis

```
38
Properties=species:S:1:pos:R:3:nbo_charge:R:1
Cr 0.00000 0.00000 0.00000 1.23
Cl 5.70680 0.00000 4.32400 -0.01
C 4.57680 0.00000 3.02420 -0.06
C 5.02690 0.00000 1.71590 -0.28
C 4.10060 0.00000 0.66160 -0.08
Cl 4.79720 0.00000 -0.94080 -0.02
C 2.69130 0.00000 0.86220 0.35
O 1.83010 0.00000 -0.08160 -0.76
C 2.30170 0.00000 2.22550 -0.20
C 0.86000 0.00000 2.60610 0.19
O -0.08160 0.00000 1.82600 -0.73
C 3.21820 0.00000 3.29180 -0.22
H 6.09000 0.00000 1.49970 0.23
H 0.66450 0.00000 3.69080 0.15
H 2.86850 0.00000 4.31860 0.22
C -2.47840 -0.64960 1.20550 -0.09
N -3.93470 -0.65390 1.21290 -0.46
C -4.41530 0.71990 1.16370 -0.08
N -3.93340 1.37910 -0.04210 -0.47
C -2.47710 1.36920 -0.04070 -0.08
N -1.98290 0.00000 0.00000 -0.54
C -2.47660 -0.71940 -1.16590 -0.09
N -3.93280 -0.72420 -1.17520 -0.46
C -4.41480 -1.36870 0.03850 -0.08
C -4.41350 0.65000 -1.20780 -0.08
H -2.09030 -1.67480 1.27740 0.21
H -2.09070 -0.14540 2.10130 0.26
H -4.09500 1.27180 2.05800 0.21
H -5.51290 0.74520 1.20340 0.21
H -2.08930 1.94370 0.81160 0.24
H -2.08800 1.89260 -0.92490 0.22
H -2.08840 -1.74710 -1.17670 0.21
H -2.08750 -0.26890 -2.08930 0.21
H -4.09410 -2.41910 0.06970 0.20
H -5.51240 -1.41620 0.03900 0.21
H -5.51100 0.67290 -1.25060 0.21
H -4.09180 1.14830 -2.13260 0.20
H 0.00000 1.69300 0.00000 -0.18
```

Summary:
- 2S+1 = 5
- electronic energy (eV) = -77259.1487
- max |F| (eV/A) = 7.883
- ⟨S²⟩ = 6.12
- Kohn-Sham gap (alpha / beta) (eV) = 4.437 / 7.113



Entry 2:
C13H16Cl2N2Sc | the ωB97M-V functional and the def2-TZVPD basis

```
34
Properties=species:S:1:pos:R:3:nbo_charge:R:1
Sc -0.03971 0.30874 0.24362 1.07
Cl -0.31496 2.49310 -0.64213 -0.60
Cl 0.81305 1.65214 2.08773 -0.61
C 1.93498 -0.29799 -0.09502 -1.28
H 2.44373 -0.83433 -0.92137 0.14
H 2.64033 0.00896 0.75333 0.20
C -1.24205 -0.38238 -1.94995 -0.29
C -0.05777 -1.04826 -2.07755 -0.13
H -2.02562 -0.73257 -1.25598 0.21
C 0.98566 -0.68220 -3.10727 -0.45
H 0.12767 -1.98077 -1.51899 0.24
C 0.76051 0.73802 -3.65768 -0.41
H 2.00496 -0.77678 -2.72960 0.25
H 0.88309 -1.39541 -3.94786 0.20
C -0.69931 0.91943 -4.07602 -0.39
H 1.00307 1.47646 -2.88143 0.25
H 1.42536 0.91762 -4.51152 0.19
C -1.67925 0.70924 -2.90835 -0.46
H -0.84918 1.90332 -4.53587 0.21
H -0.93322 0.17225 -4.84553 0.18
H -1.78158 1.67758 -2.38187 0.26
H -2.67885 0.46802 -3.29335 0.20
N 0.13711 0.27138 7.31529 -0.32
C 0.10429 0.20386 6.15642 0.29
C -0.05549 -0.10984 4.79866 -0.13
C 0.93060 -0.85382 4.12242 -0.18
C 0.61566 -1.34051 2.83202 0.09
N -0.53197 -1.03261 2.23420 -0.49
C -1.45184 -0.29495 2.84064 0.06
C -1.24331 0.23379 4.12866 -0.19
H 1.85259 -1.14521 4.59324 0.23
H 1.36007 -1.96187 2.30192 0.25
H -2.40994 -0.07918 2.31861 0.20
H -2.02868 0.79478 4.61057 0.22
```

Summary:
- 2S+1 = 1
- electronic energy (eV) = -62467.1475
- net charge = -1
- max |F| (eV/A) = 3.101
- relative energy (zero: lowest compared OMol25 entry of this formula, charge and spin) (kJ/mol) = 207.21
- Kohn-Sham gap (alpha / beta) (eV) = 4.341 / 4.343



Entry 3:
C13H16Cl3N3 | the ωB97M-V functional and the def2-TZVPD basis

```
35
Properties=species:S:1:pos:R:3:nbo_charge:R:1
N -2.57061 3.56599 -0.29299 -0.51
C -1.38693 3.34118 0.27772 -0.07
C -1.55872 2.68816 1.50118 -0.33
C -2.98656 2.46783 1.58529 -0.30
C -3.54705 3.08251 0.54576 -0.10
H -2.73497 4.13718 -1.09126 0.42
H -0.49102 3.69560 -0.14794 0.21
H -0.79951 2.41338 2.17814 0.24
H -3.52390 2.01620 2.44708 0.24
H -4.60733 3.03604 0.27110 0.22
N -1.61324 0.29624 -0.60445 -0.54
C -0.32700 -0.16175 -0.73332 -0.07
C -0.36677 -1.45343 -1.27242 -0.33
C -1.73488 -1.74024 -1.48543 -0.29
C -2.49466 -0.68588 -1.01316 -0.13
H -1.82841 1.15204 -0.07934 0.45
H 0.55122 0.43671 -0.52509 0.22
H 0.41430 -2.12350 -1.64867 0.23
H -2.10809 -2.66134 -1.91202 0.22
H -3.57453 -0.53030 -0.93383 0.22
N 5.52556 -1.89828 -1.39358 -0.50
C 5.16620 -0.55731 -1.27012 -0.11
C 3.98819 -0.58157 -0.55954 -0.28
C 3.65909 -1.91414 -0.21309 -0.33
C 4.62642 -2.66609 -0.84101 -0.05
H 6.37930 -2.31279 -1.66234 0.41
H 5.81471 0.13506 -1.73805 0.21
H 3.44811 0.32097 -0.38760 0.21
H 2.74188 -2.28238 0.21730 0.23
H 4.71890 -3.73840 -0.80180 0.20
C -1.78658 -1.51942 2.18631 -0.27
Cl -0.17261 -0.89488 2.52738 0.01
Cl -2.87539 -0.49932 3.18156 -0.02
Cl -1.88581 -3.27597 2.54227 0.01
H -2.05931 -1.28811 1.14597 0.26
```

Summary:
- 2S+1 = 1
- SMILES = c1cc[nH]c1.c1cc[nH]c1.c1cc[nH]c1.ClC(Cl)Cl
- electronic energy (eV) = -55776.6411
- max |F| (eV/A) = 3.610
- relative energy (zero: lowest compared OMol25 entry of this formula, charge and spin) (kJ/mol) = 0.00
- Kohn-Sham gap (eV) = 8.799